The following is a DFT calculation (the ωB97M-V functional and the def2-TZVPD basis) of a molecular structure, C31H44BrN3P2Ti.

XYZ file:
```
82
Properties=species:S:1:pos:R:3:mulliken_charge:R:1
N -5.05 -0.99 3.02 -0.52
C -4.13 -0.23 3.61 -0.69
C -3.25 0.58 2.88 -0.48
C -3.31 0.54 1.48 0.15
C -4.32 -0.23 0.87 -0.18
C -5.17 -0.98 1.70 -0.75
C -2.37 1.31 0.67 0.32
Ti -0.09 0.35 -0.24 -0.17
P 2.09 0.64 -1.41 0.81
C -2.22 1.08 -0.72 -1.29
C -1.64 2.12 -1.60 0.65
C -1.84 2.04 -3.01 -0.83
C -1.04 2.79 -3.86 -0.38
C -0.06 3.61 -3.28 -0.69
C -0.03 3.91 -1.93 -0.03
C -0.84 3.15 -1.06 -0.39
Br 1.38 4.26 -4.42 0.00
H -2.03 2.24 1.12 0.64
H -2.73 0.25 -1.22 0.81
H -2.55 1.24 3.40 0.58
H -4.47 -0.22 -0.21 0.59
H -4.08 -0.24 4.70 0.41
H -5.96 -1.58 1.24 0.40
H -2.60 1.36 -3.39 0.58
H -0.88 3.41 0.00 0.59
H -1.13 2.73 -4.94 0.45
H 0.62 4.70 -1.54 0.56
P -0.35 -2.09 -0.67 1.56
C 2.73 2.20 -0.69 -0.24
C 3.44 3.14 -1.66 -1.30
H 3.41 1.93 0.13 0.65
H 1.88 2.73 -0.23 0.22
H 3.81 4.02 -1.11 0.46
H 4.30 2.69 -2.16 0.30
H 2.76 3.52 -2.44 0.01
C 1.75 0.87 -3.20 1.28
C 2.91 0.92 -4.18 -1.63
H 1.21 1.82 -3.26 -1.25
H 1.02 0.10 -3.50 0.04
H 2.52 1.19 -5.17 0.44
H 3.65 1.68 -3.92 0.28
H 3.41 -0.06 -4.27 0.38
C 3.43 -0.62 -1.36 -0.01
C 4.84 -0.05 -1.57 -1.49
H 3.20 -1.38 -2.12 0.45
H 3.35 -1.12 -0.38 0.25
H 5.57 -0.87 -1.49 0.47
H 4.95 0.39 -2.57 0.26
H 5.09 0.71 -0.81 0.31
C 0.58 -3.55 -0.01 -1.09
C 2.10 -3.50 -0.15 -1.29
H 0.18 -4.42 -0.55 0.69
H 0.32 -3.69 1.05 0.52
H 2.52 -4.47 0.13 0.49
H 2.41 -3.29 -1.18 0.27
H 2.54 -2.74 0.51 0.20
C -0.24 -2.47 -2.46 -0.79
C -1.25 -1.75 -3.35 -1.06
H -0.37 -3.56 -2.54 0.61
H 0.79 -2.24 -2.76 0.37
H -1.14 -2.13 -4.38 0.44
H -2.28 -1.93 -3.04 0.27
H -1.07 -0.67 -3.39 0.11
C -2.07 -2.63 -0.24 -0.54
C -2.31 -3.02 1.22 -1.34
H -2.30 -3.48 -0.91 0.60
H -2.75 -1.81 -0.53 0.16
H -3.36 -3.32 1.33 0.41
H -1.69 -3.86 1.54 0.37
H -2.14 -2.18 1.90 0.16
N -0.01 0.17 7.21 -0.37
C 0.09 0.27 6.05 -0.42
C 0.24 0.27 4.61 0.60
C 0.23 -0.96 3.95 -0.66
C 0.27 -0.99 2.57 -0.75
N 0.31 0.14 1.82 0.44
C 0.39 1.34 2.46 -0.11
C 0.36 1.43 3.84 -0.72
H 0.16 -1.89 4.53 0.55
H 0.29 -1.95 2.04 0.57
H 0.49 2.23 1.82 0.22
H 0.42 2.41 4.32 0.57
```

The value obtained for the energy relative to the best compared isomer or geometry (same formula, charge and spin) is 0.00 kcal/mol. Its expectation value of S² is 2.03. The value obtained for the HOMO energy (alpha / beta) is -13.55 / -14.23 eV. The net charge is +2. The LUMO energy (alpha / beta) is -6.7268 / -7.0846 eV. Its spin multiplicity is 3.

The following is a DFT calculation (the ωB97M-V functional and the def2-TZVPD basis) of a molecular structure, C31H28F12N3O3PSTeTi.

XYZ file:
```
81
Properties=species:S:1:pos:R:3:mulliken_charge:R:1
Ti 0.83 0.08 -1.02 -0.30
C -5.16 2.38 0.87 -0.97
Te -3.46 2.17 -0.41 0.22
C -3.63 0.05 -0.45 -0.73
H -4.97 1.88 1.82 0.30
H -6.04 1.96 0.38 0.27
H -5.33 3.44 1.04 0.29
H -4.50 -0.24 -1.03 0.58
H -3.69 -0.31 0.58 0.16
H -2.73 -0.32 -0.95 -0.14
F 2.51 -1.12 -1.98 0.72
C 3.23 -0.44 -3.16 -1.32
F 4.37 -0.03 -2.49 -0.16
F 2.47 0.76 -3.11 -0.10
S -0.58 0.56 -3.22 0.41
O -0.08 -0.79 -2.58 -0.51
O -2.04 0.59 -3.25 -0.53
O -0.12 1.42 -1.88 -0.47
F 1.13 -8.66 -2.21 -0.30
C 1.80 -7.63 -2.82 0.88
F 3.09 -8.12 -2.90 -0.30
F 1.36 -7.61 -4.10 -0.31
C 1.67 -6.35 -2.13 0.29
C 1.32 -5.16 -2.81 -0.84
C 1.22 -3.97 -2.15 -0.68
C 1.50 -3.88 -0.75 0.07
C 1.88 -5.09 -0.08 -0.56
C 1.96 -6.28 -0.75 -1.13
P 1.17 -2.41 0.13 2.14
C -0.10 -2.85 1.40 0.34
C 0.19 -3.52 2.59 -0.21
C -0.83 -3.93 3.43 -1.13
C -2.16 -3.69 3.09 0.33
C -2.46 -3.04 1.90 -0.66
C -1.44 -2.64 1.06 -0.65
C -3.23 -4.11 4.03 0.82
F -3.30 -3.32 5.12 -0.28
F -3.03 -5.37 4.51 -0.29
F -4.46 -4.10 3.47 -0.29
C 2.63 -2.09 1.21 0.09
C 2.51 -1.38 2.40 -0.17
C 3.63 -1.03 3.14 -1.19
C 4.89 -1.38 2.67 0.66
C 5.03 -2.07 1.47 -1.00
C 3.90 -2.43 0.75 -1.01
C 6.11 -1.06 3.48 0.79
F 6.54 -2.12 4.20 -0.28
F 5.90 -0.06 4.37 -0.29
F 7.15 -0.68 2.71 -0.28
H 1.12 -5.19 -3.88 0.40
H 0.95 -3.07 -2.69 0.46
H 2.10 -5.07 0.98 0.24
H 2.25 -7.17 -0.22 0.33
H 1.21 -3.70 2.88 0.38
H -0.60 -4.45 4.35 0.38
H -3.49 -2.84 1.64 0.46
H -1.68 -2.14 0.13 0.40
H 1.53 -1.09 2.76 0.42
H 3.53 -0.48 4.06 0.40
H 6.01 -2.33 1.10 0.42
H 3.99 -2.95 -0.19 0.50
C 3.18 3.08 -1.05 -1.90
C 2.77 2.31 0.22 2.76
C 1.54 2.99 0.84 -1.88
C 3.94 2.34 1.22 -1.85
C 2.50 0.90 -0.22 -0.23
H 3.44 4.11 -0.78 0.52
H 2.35 3.10 -1.77 0.29
H 4.03 2.61 -1.54 0.32
H 1.78 4.03 1.09 0.51
H 1.23 2.48 1.76 0.26
H 0.70 2.99 0.15 0.28
H 4.16 3.38 1.51 0.46
H 4.83 1.90 0.78 0.42
H 3.69 1.78 2.12 0.31
H 3.42 0.31 -0.29 0.89
N -0.19 0.30 0.73 0.12
C -0.77 0.42 1.74 0.53
N -1.29 0.59 2.89 -0.72
C -2.60 0.48 3.04 0.57
N -3.73 0.40 3.27 -0.71
```

The value obtained for the energy relative to the best compared isomer or geometry (same formula, charge and spin) is 4.35 kcal/mol. Its expectation value of S² is 2.02. The value obtained for the HOMO energy (alpha / beta) is 0.09 / -3.30 eV. The net charge is -2. The LUMO energy (alpha / beta) is 3.6809 / 3.4519 eV. Its spin multiplicity is 3.

The following is a DFT calculation (the ωB97M-V functional and the def2-TZVPD basis) of a single CFN3O4 molecule.

XYZ file:
```
9
Properties=species:S:1:pos:R:3:mulliken_charge:R:1
O -1.71 1.80 -1.56 -0.48
N -1.12 1.20 -0.80 1.24
O -1.09 1.12 0.36 -0.51
O -0.12 0.18 -1.47 -0.38
N 0.71 -0.61 -0.58 0.57
O 1.60 -1.18 -1.19 -0.57
C 0.38 -0.92 0.62 0.57
N 0.25 -1.09 1.81 -0.30
F 1.08 -0.51 2.80 -0.13
```

The value obtained for the energy relative to the best compared isomer or geometry (same formula, charge and spin) is 86.56 kcal/mol. The value obtained for the HOMO energy (alpha / beta) is -9.86 / -9.87 eV. The LUMO energy (alpha / beta) is -1.2135 / -1.2130 eV. Its SMILES is O=[N+]([O-])O[N+]([O-])=C=NF.

The following is a DFT calculation (the ωB97M-V functional and the def2-TZVPD basis) of a molecular structure, C31H56BBr3Cl4CsF3InKNNaO17S.

XYZ file:
```
121
Properties=species:S:1:pos:R:3:mulliken_charge:R:1
C -3.20 3.80 4.66 -0.44
O -1.83 4.16 4.52 -0.29
C -1.05 2.94 4.57 -1.77
In -1.48 1.53 2.79 1.18
C 0.56 0.58 2.32 -0.72
C 0.47 -0.58 1.31 0.00
O 0.63 -1.89 1.86 -0.47
C 1.91 -2.06 2.39 -0.40
C 3.03 -1.98 1.34 0.69
F 2.60 -2.13 0.06 -0.15
F 3.74 -0.86 1.50 -0.30
F 3.91 -2.96 1.53 -0.30
C -2.24 2.65 0.99 -0.17
O -2.92 1.71 0.13 0.13
C -3.33 2.29 -1.03 0.61
C -3.66 3.76 -1.10 -1.03
O -3.46 1.58 -2.01 -0.68
C -2.87 -0.05 3.58 -1.07
S -4.60 0.38 3.50 1.20
O -5.19 -0.05 4.75 -0.73
O -5.31 -0.25 2.38 -0.53
H -3.72 4.57 5.23 0.30
H -3.65 3.69 3.66 -0.15
H -3.33 2.83 5.16 0.36
H 0.05 3.23 4.58 0.47
H -1.25 2.42 5.52 0.42
H 1.19 1.38 1.82 0.03
H 0.98 0.32 3.29 0.25
H 1.16 -0.37 0.48 0.09
H -0.53 -0.56 0.88 0.10
H 2.18 -1.38 3.20 0.24
H 1.95 -3.07 2.81 0.36
H -2.97 3.37 1.36 -0.39
H -1.39 3.14 0.45 0.23
H -4.58 4.01 -0.33 0.21
H -3.96 4.00 -2.13 0.32
H -2.81 4.39 -0.86 0.25
H -2.63 -0.22 4.63 0.43
H -2.72 -0.99 3.06 0.17
H -4.73 1.75 3.48 -0.02
C 0.17 -6.58 -3.29 -1.61
C 0.18 -5.32 -2.43 -0.38
C -0.77 -5.31 -1.23 -0.56
N -2.16 -4.85 -1.52 0.70
C -2.82 -5.70 -2.55 -1.18
C -2.96 -4.90 -0.21 -0.98
C -2.78 -3.53 0.38 0.28
C -2.88 -2.61 -0.82 -0.27
C -2.21 -3.38 -1.95 0.58
H -0.69 -6.63 -3.95 0.32
H 1.05 -6.60 -3.93 0.45
H 0.18 -7.48 -2.67 0.35
H 0.02 -4.43 -3.06 -0.11
H 1.19 -5.23 -2.02 0.73
H -0.37 -4.62 -0.47 0.23
H -0.84 -6.29 -0.77 0.55
H -2.68 -6.75 -2.27 0.33
H -2.38 -5.49 -3.52 0.38
H -3.88 -5.46 -2.58 0.45
H -4.01 -5.07 -0.46 0.34
H -2.60 -5.72 0.41 0.38
H -1.80 -3.43 0.86 -0.08
H -3.54 -3.28 1.12 0.02
H -2.41 -1.65 -0.64 0.35
H -3.93 -2.42 -1.06 0.15
H -1.19 -3.02 -2.11 -0.85
H -2.77 -3.30 -2.88 0.24
Na 1.22 -2.83 -2.87 0.87
Cl 0.15 0.00 -4.50 -0.18
C -1.47 0.64 -4.93 -0.32
C -1.46 1.33 -6.27 -0.45
Cl -0.53 2.84 -6.23 -0.19
H -1.79 1.30 -4.13 0.23
H -2.15 -0.21 -4.96 0.27
H -2.48 1.59 -6.55 0.35
H -1.04 0.69 -7.04 0.31
C 5.89 -1.91 -5.10 -0.50
Br 3.96 -1.98 -4.78 0.07
Br 6.34 -0.72 -6.61 -0.04
Br 6.87 -1.44 -3.51 0.06
H 6.21 -2.91 -5.38 0.39
C -1.54 6.95 2.61 -0.30
O -0.88 7.36 1.43 -0.15
C -1.09 8.73 1.15 -0.66
C 0.03 9.25 0.29 -0.37
O 1.23 9.53 1.02 -0.49
C 2.00 8.42 1.46 -0.20
C 2.74 7.71 0.34 -0.63
O 1.87 6.83 -0.35 -0.07
C 2.35 6.51 -1.64 -0.90
H -2.63 7.08 2.52 0.34
H -1.33 5.90 2.77 -0.47
H -1.17 7.51 3.47 0.34
H -1.15 9.31 2.08 0.38
H -2.04 8.82 0.61 0.42
H -0.27 10.22 -0.12 0.41
H 0.23 8.59 -0.55 0.12
H 1.39 7.72 2.03 0.03
H 2.74 8.84 2.14 0.41
H 3.56 7.11 0.77 0.38
H 3.16 8.45 -0.34 0.37
H 2.43 7.41 -2.25 0.33
H 1.63 5.84 -2.11 0.26
H 3.32 6.01 -1.59 0.31
Cl -4.79 4.83 1.25 -0.72
K 7.88 0.40 -8.71 0.89
Cl -5.32 -2.40 1.71 -0.59
Cs 0.60 4.17 2.51 1.47
B 5.18 -7.66 1.36 1.15
O 5.17 -6.53 2.32 -0.54
C 3.91 -6.24 2.61 0.67
O 3.54 -5.37 3.35 -0.62
C 3.00 -7.20 1.84 0.56
O 1.80 -7.21 1.88 -0.65
O 3.75 -8.01 1.12 -0.55
O 5.84 -7.28 0.10 -0.43
C 6.87 -8.10 -0.09 0.57
O 7.62 -8.06 -1.03 -0.62
C 6.93 -9.09 1.07 0.56
O 7.72 -9.96 1.21 -0.58
O 5.93 -8.81 1.90 -0.50
```

The value obtained for the HOMO energy is -4.88 eV. The LUMO energy is -3.7642 eV.

The following is a DFT calculation (the ωB97M-V functional and the def2-TZVPD basis) of a gas-phase ion, C3H6N3S (charge +1).

XYZ file:
```
13
Properties=species:S:1:pos:R:3:mulliken_charge:R:1
C 0.53 -0.10 0.33 -0.28
C -0.24 -1.05 -1.74 0.74
C -1.35 0.76 -0.67 -1.14
N 1.60 -0.90 0.55 0.30
N 1.78 -1.92 -0.16 -0.75
N -0.28 -0.20 -0.76 -0.13
S -0.26 -1.81 -3.11 -0.07
H 0.19 0.59 1.00 0.48
H -2.09 0.54 -1.40 0.37
H -0.83 1.62 -0.81 0.52
H -1.96 0.76 0.19 0.37
H 2.01 -0.98 1.54 0.34
H 2.55 -2.58 0.21 0.26
```

The value obtained for the energy relative to the best compared isomer or geometry (same formula, charge and spin) is 100.97 kcal/mol. The value obtained for the HOMO energy (alpha / beta) is -12.30 / -12.30 eV. The net charge is +1. The LUMO energy (alpha / beta) is -5.2168 / -5.2166 eV.

The following is a DFT calculation (the ωB97M-V functional and the def2-TZVPD basis) of a molecular structure, C48H60N12O4P.

XYZ file:
```
125
Properties=species:S:1:pos:R:3:mulliken_charge:R:1
P -0.03 0.11 0.13 -1.89
O 0.51 -1.19 0.51 1.32
O -0.20 0.99 1.50 0.71
O -1.32 -0.10 -0.57 -0.30
O 0.93 0.81 -0.74 0.27
N 3.10 2.17 -0.51 1.78
C 3.80 2.53 -1.56 -0.62
C 4.92 3.16 -1.26 -1.24
C 4.83 3.11 0.27 -0.52
C 3.69 2.49 0.67 -0.58
H 2.13 1.68 -0.71 -0.63
H 3.26 2.26 -2.39 0.67
H 5.43 3.89 -1.91 0.30
H 5.76 3.63 0.90 0.09
H 3.45 2.29 1.67 0.33
N 0.73 -3.23 -1.23 2.68
C 1.82 -3.85 -1.93 -0.73
C 1.38 -4.81 -2.69 -0.94
C -0.17 -4.91 -2.35 -1.09
C -0.43 -3.83 -1.46 -0.41
H 1.01 -2.52 -0.52 -0.94
H 2.74 -3.40 -1.66 0.37
H 2.01 -5.58 -3.19 0.33
H -0.81 -5.76 -2.70 0.29
H -1.30 -3.65 -0.93 0.55
N 2.63 -0.45 -2.33 2.03
C 2.39 -0.85 -3.67 -1.17
C 3.59 -1.40 -4.15 -0.74
C 4.59 -1.37 -3.04 -1.40
C 3.82 -0.86 -1.99 -0.39
H 1.91 -0.06 -1.77 -0.50
H 1.54 -0.87 -4.11 0.91
H 3.77 -1.95 -5.10 0.29
H 5.53 -1.52 -2.88 0.78
H 4.12 -0.53 -1.03 0.41
N 2.77 -1.92 0.94 1.38
C 3.28 -3.32 0.94 -0.21
C 4.58 -3.25 1.41 -1.08
C 4.87 -1.87 1.82 -0.80
C 3.77 -1.13 1.51 0.11
H 1.81 -1.63 0.79 -0.24
H 2.60 -4.19 0.77 0.09
H 5.30 -4.05 1.64 0.31
H 5.68 -1.47 2.51 0.28
H 3.38 -0.06 1.74 -0.05
N -2.03 -0.43 -3.17 3.07
C -1.30 -1.37 -3.79 -0.78
C -1.76 -1.54 -5.10 -1.42
C -2.91 -0.49 -5.20 -0.84
C -3.03 0.02 -3.94 -0.68
H -1.95 -0.15 -2.06 -0.64
H -0.46 -1.72 -3.40 0.47
H -1.40 -2.17 -5.89 0.44
H -3.71 -0.18 -5.88 0.37
H -3.60 0.69 -3.45 0.43
N -2.13 0.65 3.15 1.42
C -3.39 0.50 2.79 -1.13
C -4.10 0.40 3.90 -0.56
C -3.13 0.56 5.09 -0.91
C -1.88 0.64 4.46 -0.34
H -1.23 0.60 2.46 -0.27
H -3.66 0.27 1.90 1.11
H -5.31 0.19 3.92 0.10
H -3.46 0.54 6.12 0.43
H -0.81 0.60 4.87 0.06
N -0.05 -3.12 2.21 1.10
C -0.68 -2.92 3.41 0.13
C -1.00 -4.06 3.94 -1.47
C -0.35 -5.11 3.05 -0.63
C 0.24 -4.43 2.02 -0.02
H 0.30 -2.21 1.57 -0.48
H -0.86 -1.82 3.50 0.25
H -1.42 -4.32 4.82 0.67
H -0.37 -6.21 3.06 0.33
H 0.68 -5.01 1.07 -0.09
N 1.34 1.18 3.31 1.06
C 1.65 -0.03 4.07 -0.22
C 2.56 0.41 4.97 -0.78
C 2.80 1.88 4.77 -1.01
C 1.97 2.36 3.80 -0.81
H 0.51 0.98 2.49 -0.27
H 1.30 -0.96 3.54 0.19
H 2.87 -0.30 5.69 0.56
H 3.59 2.40 5.37 0.22
H 1.69 3.18 3.18 0.50
N -3.19 1.73 -0.99 1.54
C -2.88 2.97 -1.24 0.07
C -3.85 3.62 -1.89 -0.80
C -5.07 2.64 -1.75 -1.18
C -4.55 1.46 -1.18 -1.38
H -2.60 1.09 -0.52 -0.83
H -1.84 3.20 -0.83 -0.13
H -3.73 4.66 -2.36 0.31
H -5.97 2.67 -2.10 0.65
H -4.83 0.62 -1.02 0.88
N -2.96 -1.89 -0.24 1.10
C -3.81 -2.55 -1.18 -0.49
C -4.52 -3.46 -0.41 -0.56
C -3.97 -3.41 0.95 -0.79
C -2.99 -2.41 1.00 0.22
H -2.38 -1.18 -0.44 0.17
H -3.93 -2.32 -2.34 0.06
H -5.33 -4.05 -0.84 0.42
H -4.19 -4.18 1.96 0.00
H -2.42 -1.86 1.87 0.14
N -0.80 3.25 1.42 0.66
C 0.17 4.27 1.20 -0.62
C -0.50 5.52 1.38 -1.55
C -1.84 5.24 1.78 -1.03
C -1.98 3.86 1.83 -0.31
H -0.57 2.09 1.43 -0.26
H 1.11 4.01 0.84 0.97
H -0.05 6.44 1.47 0.58
H -2.43 6.19 2.05 0.15
H -2.74 3.02 1.88 0.34
N 0.31 2.70 -2.40 0.80
C 0.74 3.96 -2.05 -0.18
C 0.14 4.79 -3.09 -0.96
C -0.65 3.88 -3.92 -0.24
C -0.55 2.62 -3.48 -0.33
H 0.41 1.70 -1.95 -0.62
H 1.33 4.14 -1.27 0.66
H 0.39 5.92 -2.88 0.18
H -1.13 4.42 -4.85 0.08
H -1.10 1.61 -3.77 -0.11
```

The value obtained for the energy relative to the best compared isomer or geometry (same formula, charge and spin) is 66.97 kcal/mol. The value obtained for the HOMO energy is -0.92 eV. The net charge is -3. The LUMO energy is 6.2923 eV.

no.,F_max (eV/A)
1,2.67
2,0.80
3,3.54
4,4.45
5,4.10
6,13.50